222
Properties=species:S:1:pos:R:3:mulliken_spin:R:1 method="wB97M-V/def2-TZVPD" multiplicity=2 relative_energy_kj_mol=89.4 s2=0.751 total_energy_ev=-117851.6835 charge=+4 gap_ev="1.357 / 7.997"
C 2.97308 1.12646 -5.49724 0.0407
C 2.96411 0.27209 -4.14374 0.0236
N 2.03550 -0.94645 -4.14372 -0.1194
C 1.97739 -1.40599 -2.68371 0.0216
C 0.51653 -0.49084 -4.48239 0.0021
C -0.08557 0.66336 -3.70066 -0.0198
C 2.64583 -2.07463 -5.01620 0.0040
C 1.77462 -3.29586 -5.09328 0.0055
O 0.79404 -3.10461 -6.06381 0.0004
C 0.15321 -4.28446 -6.54388 0.0002
H 3.13185 0.49444 -6.37099 -0.0024
H 3.87083 1.74065 -5.42733 -0.0044
H 2.06348 1.62428 -5.83326 0.0067
H 2.89105 0.91565 -3.26706 0.0109
H 3.98022 -0.10710 -4.03492 -0.0025
H 2.96388 -1.64060 -2.28384 -0.0065
H 1.35305 -2.29946 -2.68776 0.0179
H 1.44802 -0.61912 -2.14639 0.0103
H 0.01124 -1.43273 -4.26879 0.0028
H 0.58011 -0.21042 -5.53379 0.0032
H -1.04081 0.86244 -4.18646 0.0001
H 0.51268 1.56636 -3.57913 0.0525
H -0.36477 0.42047 -2.67540 -0.0127
H 3.57620 -2.15016 -4.45335 -0.0030
H 2.96547 -1.75182 -6.00702 0.0006
H 1.39401 -3.73864 -4.17286 0.0031
H 2.50640 -4.05237 -5.37661 0.0001
H -0.47092 -4.04835 -7.40574 0.0000
H -0.64925 -4.45789 -5.82689 -0.0002
H 0.88552 -5.08606 -6.64015 0.0000
C 3.65549 1.47929 0.73692 0.0288
C 4.11178 2.77056 1.41386 0.0688
N 3.18267 3.33998 2.54568 -0.1845
C 3.76495 4.72523 3.12858 0.5000
C 1.78672 3.79348 2.02484 -0.6177
C 0.84136 4.31836 3.17127 0.0338
C 3.10738 2.25071 3.74300 0.0282
C 4.34990 1.43791 4.16012 -0.0076
O 5.58012 2.18190 4.30978 -0.0184
C 6.72412 1.34436 4.70724 0.0001
H 3.27356 0.73624 1.43701 -0.0016
H 4.43181 1.12040 0.06117 0.0083
H 2.78655 1.70402 0.11844 -0.0084
H 4.19177 3.59568 0.70614 0.0245
H 5.09620 2.58579 1.84385 -0.0468
H 3.49863 5.08147 4.12369 0.0261
H 3.78257 5.35530 2.23930 -0.2510
H 4.81780 4.46402 3.23516 -0.0071
H 1.31998 2.94152 1.53046 -0.0881
H 1.87452 4.68454 1.40323 0.5582
H 0.34139 3.50716 3.70050 -0.0026
H 0.02543 4.92081 2.77200 0.0103
H 1.37447 4.84993 3.95951 0.0121
H 2.22135 1.64621 3.54907 0.0202
H 2.72396 2.80322 4.60080 0.0187
H 4.54053 0.60405 3.48452 -0.0034
H 4.08931 0.93260 5.09009 0.0008
H 6.68043 0.42793 4.11872 -0.0001
H 6.89652 1.01157 5.73079 0.0001
H 7.59704 1.86532 4.31392 -0.0011
C 3.10250 3.83537 -1.61357 0.3469
C 2.05785 4.73900 -2.32175 -2.2747
N 2.53165 5.40912 -3.65504 -0.6802
C 3.95774 6.05679 -3.37492 0.7756
C 2.74249 4.33724 -4.83690 0.0600
C 3.29794 4.92753 -6.23568 0.0257
C 1.61276 6.58906 -4.04087 0.2525
C 0.14442 6.22724 -4.28788 0.0710
O -0.39214 5.43537 -3.26870 -0.0235
C -1.57835 4.71077 -3.57023 -0.0025
H 4.00616 4.38015 -1.34022 0.0936
H 3.40081 3.08588 -2.34664 0.2284
H 2.48881 3.39259 -0.82909 -0.2136
H 1.83957 5.50529 -1.57794 1.8496
H 1.19963 4.08301 -2.46745 0.0622
H 4.10028 6.75169 -4.20250 0.0275
H 4.74105 5.30865 -3.25316 0.1199
H 3.82812 6.66747 -2.48141 -0.4480
H 1.87983 3.67106 -4.82582 0.0767
H 3.46084 3.70132 -4.31952 0.0050
H 2.68434 5.55110 -6.88588 -0.0049
H 3.53014 4.08874 -6.89190 -0.0034
H 4.20952 5.52295 -6.18455 -0.0005
H 2.09156 7.13168 -4.85598 0.0276
H 1.52635 7.23803 -3.16940 0.0892
H 0.17774 5.77766 -5.28028 0.0031
H -0.53995 7.07276 -4.21822 -0.0299
H -1.52219 4.09446 -4.46751 -0.0041
H -2.28746 5.50169 -3.81457 -0.0030
H -1.78616 3.87000 -2.90840 -0.0032
C -3.07946 9.49864 1.98776 -0.0015
C -2.32448 8.16949 1.59147 0.0133
N -1.38586 8.29617 0.36258 -0.2400
C -2.32773 8.16972 -0.95037 -0.0492
C -0.49086 9.58046 0.24522 0.1758
C 0.34836 9.91932 1.52603 0.1555
C -0.40386 7.11414 0.21982 -0.5713
C -1.10379 5.73848 0.01291 0.0631
O -1.83273 5.28259 1.07549 0.0121
C -2.53823 4.06475 0.68116 0.0048
H -3.64495 9.16976 2.85962 -0.0006
H -3.84159 9.90286 1.32153 0.0001
H -2.32639 10.26609 2.16666 -0.0007
H -3.02268 7.34736 1.43420 0.0064
H -1.69171 7.95666 2.45309 -0.0007
H -1.78742 8.01287 -1.88395 0.0625
H -2.62736 9.21735 -0.97813 0.0023
H -3.09844 7.43239 -0.72577 0.0067
H -1.04860 10.45263 -0.09586 0.0228
H 0.08390 9.53296 -0.67972 -0.0671
H 1.29811 9.38615 1.48356 -0.1099
H -0.13064 9.57669 2.44323 0.0060
H 0.68521 10.95518 1.56642 0.0114
H 0.25802 7.07005 1.08475 0.1130
H 0.33629 7.23573 -0.57107 0.7556
H -0.28717 5.01784 -0.03069 0.0255
H -1.58795 5.62303 -0.95681 0.0156
H -3.46018 4.19090 0.11353 0.0003
H -2.50505 3.56538 1.64947 -0.0003
H -1.92693 3.50867 -0.02960 -0.0034
C -0.07342 -7.48097 -3.80290 -0.0001
C -0.90691 -6.38275 -3.08497 -0.0022
N -1.86378 -6.91998 -1.94177 -0.0017
C -2.66335 -8.24244 -2.27611 0.0001
C -0.95866 -7.29010 -0.69879 -0.0003
C -1.72776 -7.62477 0.59799 -0.0023
C -2.95264 -5.76855 -1.79445 0.0003
C -2.47935 -4.37217 -1.49389 -0.0008
O -1.51625 -4.52245 -0.41271 0.0013
C -0.57686 -3.46543 -0.42372 -0.0019
H 0.58494 -7.10871 -4.58781 -0.0001
H -0.70888 -8.30205 -4.13474 0.0000
H 0.73872 -7.85670 -3.18052 -0.0005
H -1.54785 -5.86761 -3.80046 0.0002
H -0.20641 -5.75700 -2.53195 0.0023
H -3.04910 -8.10685 -3.28651 0.0001
H -3.47454 -8.45893 -1.58100 -0.0001
H -2.02090 -9.08851 -2.52009 0.0001
H -0.18592 -6.53298 -0.56559 0.0034
H -0.40187 -8.15745 -1.05348 0.0000
H -1.01731 -7.79973 1.40593 0.0014
H -2.36978 -8.50137 0.51157 -0.0001
H -2.44321 -6.85495 0.88712 0.0000
H -3.61760 -6.16545 -1.02738 0.0002
H -3.50946 -5.94148 -2.71539 0.0002
H -3.30326 -3.71848 -1.20760 0.0001
H -2.04753 -3.97148 -2.41100 0.0000
H -1.07396 -2.51662 -0.62558 0.0034
H 0.22795 -3.54969 -1.15399 0.0004
H -0.06595 -3.45360 0.53906 -0.0020
C -2.68444 -4.10562 3.08147 -0.0005
C -3.94921 -3.89359 2.09614 0.0001
N -4.38450 -2.35132 2.02092 -0.0001
C -3.49841 -1.47584 1.20461 0.0009
C -5.82709 -2.30601 1.41323 -0.0001
C -6.08593 -2.81755 0.00468 0.0000
C -4.49365 -1.70091 3.47761 0.0001
C -5.63687 -2.18846 4.43999 -0.0002
O -5.76051 -3.56802 4.38359 -0.0001
C -6.24431 -4.24006 5.56896 0.0000
H -2.14220 -5.04638 2.98635 0.0002
H -3.04483 -3.99650 4.10436 -0.0002
H -1.91134 -3.35181 2.93248 0.0007
H -4.76748 -4.41179 2.59613 -0.0002
H -3.70586 -4.02983 1.04241 0.0000
H -3.25540 -1.87298 0.21905 0.0004
H -2.56959 -1.38065 1.76704 0.0016
H -3.91143 -0.50847 0.91874 -0.0003
H -6.23431 -1.29759 1.48637 0.0000
H -6.46743 -2.88419 2.07937 -0.0001
H -7.11698 -2.63512 -0.29824 0.0000
H -5.86481 -3.88029 -0.09429 0.0000
H -5.36282 -2.48273 -0.73901 0.0000
H -4.48618 -0.61680 3.36474 0.0002
H -3.48795 -1.75885 3.89391 0.0002
H -6.63480 -1.75744 4.35958 0.0000
H -5.44657 -1.93067 5.48183 0.0000
H -5.88838 -5.27017 5.55191 0.0000
H -7.33218 -4.25955 5.63433 0.0000
H -5.94842 -3.85926 6.54647 0.0000
C 4.17760 -6.20306 3.78712 0.0006
C 2.77842 -6.10752 3.25806 0.0071
N 1.69268 -6.08143 4.42386 -0.0021
C 0.38745 -6.12458 3.69873 0.0004
C 1.80203 -7.39824 5.25754 -0.0002
C 1.71559 -8.69440 4.50889 -0.0001
C 1.81182 -4.84064 5.40961 -0.0001
C 2.12384 -3.44169 4.66215 -0.0006
O 1.12207 -3.20126 3.74543 -0.0073
C 1.33644 -2.07557 2.92202 0.0109
H 5.02262 -6.26302 3.10124 -0.0004
H 4.25882 -7.06971 4.44319 0.0000
H 4.49216 -5.41473 4.47100 0.0000
H 2.61778 -6.94379 2.57766 -0.0002
H 2.58563 -5.39074 2.45983 -0.0021
H -0.40208 -5.89063 4.41288 0.0004
H 0.14540 -7.08197 3.23733 -0.0002
H 0.37526 -5.33437 2.94804 0.0007
H 1.03987 -7.28084 6.02787 0.0001
H 2.75899 -7.40526 5.77933 0.0000
H 0.75370 -8.84037 4.01742 -0.0001
H 2.01627 -9.53967 5.12793 0.0000
H 2.47408 -8.69461 3.72608 -0.0001
H 2.69572 -5.07368 6.00335 -0.0002
H 0.90272 -4.78153 6.00806 0.0002
H 3.10897 -3.46589 4.19630 0.0002
H 2.29106 -2.63029 5.37050 0.0004
H 1.20952 -1.21704 3.58151 -0.0004
H 0.67044 -2.06271 2.05925 0.0034
H 2.32888 -2.24939 2.50618 -0.0002
O -1.28393 0.43855 0.30288 0.0065
C 0.01823 0.65310 0.01621 -0.0217
O 0.31460 1.72415 -0.49320 0.0114
O 0.76400 -0.29555 0.17334 0.0224
H -1.31871 1.23158 -0.23703 -0.0001
P -5.19299 1.10594 -1.56115 0.0001
F -5.18084 1.11111 0.08593 0.0001
F -5.47636 2.73840 -1.51534 0.0000
F -3.59808 1.37126 -1.58288 -0.0002
F -5.23556 1.27370 -3.21738 0.0000
F -5.04704 -0.52922 -1.72472 0.0000
F -6.76921 0.74717 -1.39291 0.0000